(1)
A molecular structure, C21H17AuClN3O3. Source: the Open Molecules 2025 dataset; level of theory: ωB97M-V/def2-TZVPD.

Geometry as ORCA input:
```
! RIJCOSX wB97M-V def2-TZVPD def2/J DEFGRID3
* xyz -2 3
Au -0.00587 -0.02184 0.47287
O -3.72384 1.47336 -0.96666
C -2.74124 0.75125 -0.70225
N -1.53747 1.17465 -0.33837
C -1.44755 2.61814 -0.24793
C -0.03019 3.12505 -0.18204
C 0.32266 4.10208 0.74936
C 1.62638 4.56258 0.79176
C 2.55051 4.03485 -0.09517
C 2.10712 3.07563 -0.99432
N 0.85565 2.63941 -1.05248
C -2.94618 -0.75175 -0.75283
C -4.20645 -1.25016 -0.43470
C -4.39574 -2.62064 -0.42326
C -3.33126 -3.44714 -0.74945
C -2.12376 -2.85558 -1.08579
N -1.92910 -1.54072 -1.09081
H -1.98345 2.97608 0.64137
H -1.94961 3.08713 -1.10249
H -0.42022 4.46386 1.44895
H 1.92276 5.30651 1.52217
H 3.58909 4.33778 -0.08518
H 2.80116 2.62273 -1.69565
H -4.99504 -0.54985 -0.19900
H -5.35810 -3.04064 -0.15378
H -3.42042 -4.52528 -0.73568
H -1.26646 -3.46717 -1.34759
C 1.49562 -1.09197 1.27812
C 2.50087 -0.62585 2.15684
C 2.51142 0.73452 2.56790
C 3.48063 1.22112 3.41667
C 4.49033 0.38703 3.90551
C 4.49872 -0.95309 3.51699
C 3.53687 -1.45659 2.66542
H 1.73121 1.38467 2.18800
H 3.45643 2.26672 3.70676
H 5.25083 0.77254 4.57430
H 5.27328 -1.61486 3.88999
H 3.55841 -2.49772 2.37422
Cl 2.58592 -7.59420 0.37510
C 1.00553 -4.57416 0.36925
C 0.77742 -3.36008 1.11336
O -0.14711 -3.18097 1.88284
O 1.72034 -2.41135 0.85099
H 0.35620 -5.41630 0.53946
H 1.84993 -4.68328 -0.29082
*
```

Summary:
- Frontier orbital gap (alpha / beta): 5.49 / 6.58 eV
- Expectation value of S²: 2.04

(2)
2 unconnected molecules or ions with the total composition CH2NOS2. Source: the Open Molecules 2025 dataset; level of theory: ωB97M-V/def2-TZVPD.

Geometry as ORCA input:
```
! RIJCOSX wB97M-V def2-TZVPD def2/J DEFGRID3
* xyz -1 1
C 1.20568 0.30460 -0.05126
N -1.10560 0.52211 -0.46262
O 1.45132 1.14624 0.73915
S 1.68008 -1.05320 -0.75097
S -1.67857 -0.82697 0.37670
H -1.14197 1.48096 0.03681
H -0.41093 -1.57374 0.11219
*
```

Summary:
- Frontier orbital gap (alpha / beta): 5.89 / 5.89 eV

(3)
15 unconnected molecules or ions with the total composition C3H32O16S. Source: the Open Molecules 2025 dataset; level of theory: ωB97M-V/def2-TZVPD.

Geometry as ORCA input:
```
! RIJCOSX wB97M-V def2-TZVPD def2/J DEFGRID3
* xyz -2 1
O 1.49273 -0.17351 1.51277
C 1.10502 -0.38692 0.30547
O 1.62008 -1.34813 -0.31088
C 0.16741 0.59502 -0.32316
C 0.19917 0.53082 -1.83713
S -0.68999 1.95385 -2.55471
H 0.54736 1.59872 -0.07833
H -0.74647 0.56780 0.28346
H 1.23985 0.49666 -2.14497
H -0.19095 -0.42087 -2.19157
H 3.09748 1.87391 3.06139
H 2.98689 0.40960 2.61676
O 3.06543 0.96461 3.41314
H 0.81801 4.23251 0.44971
H 2.00363 3.27551 0.53686
O 1.77042 4.18254 0.77314
H 3.27341 -0.31928 0.30596
H 4.07454 -1.41739 -0.32501
O 4.16996 -0.50828 -0.04998
H 0.21588 0.28833 2.70973
H -0.31530 1.48942 3.39003
O -0.64662 0.75554 2.86078
H 2.06589 -2.97145 -2.22524
H 0.89115 -2.73554 -1.36592
O 1.33679 -3.46645 -1.84167
H -3.24567 -0.30657 -2.68175
H -1.72675 -0.18111 -3.25187
O -2.48750 -0.74312 -3.09806
H -1.53162 -2.13734 -2.13630
H -0.69548 -3.45622 -1.83259
O -1.44316 -2.91215 -1.54518
H -0.59911 -3.00614 1.42904
H -1.33974 -3.06524 0.08438
O -1.44837 -3.28876 1.04319
H -2.41902 0.60174 1.67997
H -3.25814 -0.67363 1.72294
O -3.26876 0.26832 1.97932
H 1.51192 -3.27340 0.90563
H 1.42214 -2.14912 1.85433
O 1.19285 -3.10556 1.80519
H -3.45579 0.77102 -0.28112
H -2.74198 1.53092 -1.33073
O -3.58527 1.05547 -1.20349
H -2.95299 -2.47882 1.71622
H -4.01984 -2.56275 0.57984
O -3.87372 -2.24333 1.45963
H 3.55596 1.07282 -0.71494
H 2.51681 2.14215 -1.26786
O 3.04205 1.87031 -0.49381
H -0.92722 4.07856 -0.92411
H -1.27941 4.08586 0.54314
O -0.61981 4.42201 -0.06536
*
```

Summary:
- Frontier orbital gap: 6.76 eV

(4)
A molecular structure, C13H15N. Source: the Open Molecules 2025 dataset; level of theory: ωB97M-V/def2-TZVPD.

Geometry as ORCA input:
```
! RIJCOSX wB97M-V def2-TZVPD def2/J DEFGRID3
* xyz 0 1
C 3.67046 -0.12547 1.19359
C 3.03106 -1.21371 0.18859
C 2.27869 -0.63309 -1.01472
C 0.89364 -0.19091 -0.82958
C 0.46100 1.21771 -0.76150
C -0.81816 1.52875 -0.35416
C -1.10769 2.92874 0.10789
C -1.72386 0.38363 -0.28924
C -3.10577 0.46435 0.06319
C -3.87582 -0.60907 0.39037
C -3.25234 -1.90374 0.29233
C -2.07958 -2.06602 -0.16039
C -1.18266 -0.91451 -0.41447
H 4.77339 0.44139 0.62385
H 2.94077 0.57785 1.79516
H 4.15519 -0.52248 2.15280
H 3.91511 -1.70313 -0.47245
H 2.27544 -1.93418 0.69342
H 2.33588 -1.61771 -1.58194
H 2.97251 0.06239 -1.67111
H 1.03351 2.16655 -0.98741
H -1.92549 3.47122 -0.52528
H -0.12403 3.57875 0.32417
H -1.47188 2.70487 1.19762
H -3.53090 1.52765 -0.16213
H -4.96821 -0.70732 0.51161
H -3.82232 -2.70661 0.74493
H -1.82282 -3.01990 -0.32692
N 0.07488 -1.18599 -0.72822
*
```

Summary:
- Frontier orbital gap: 9.06 eV

(5)
A gas-phase ion, C4H9O2 (charge -1). Source: the Open Molecules 2025 dataset; level of theory: ωB97M-V/def2-TZVPD.

Geometry as ORCA input:
```
! RIJCOSX wB97M-V def2-TZVPD def2/J DEFGRID3
* xyz -1 1
C -0.50240 1.54482 0.96659
O -1.79670 1.53256 0.36265
C 0.42754 0.70845 0.07676
C -0.16738 -0.69903 -0.17216
C 0.89306 -1.68773 -0.68147
O -1.26045 -0.66954 -0.97437
H -0.57117 1.13739 1.97977
H -0.14215 2.58671 0.87392
H 0.36760 1.18031 -0.91691
H 1.49535 0.65671 0.29535
H -0.43763 -1.05839 0.86585
H 0.37054 -2.64386 -0.80344
H 1.71213 -1.93293 -0.00580
H 1.40404 -1.41652 -1.60475
H -1.79237 0.76106 -0.26199
*
```

Summary:
- Frontier orbital gap: 7.32 eV
- SMILES string: C[C@H]([O-])CCO